No. 1
Density functional theory data (wB97M-V/def2-TZVPD) for a cluster of 14 separate species, C6H41NO15P in total.

```
64
Properties=species:S:1:pos:R:3:forces:R:3
P 1.2279 -0.6011 -1.4430 -0.072 -0.114 0.104
O -3.1707 -8.4423 1.7122 0.036 -0.014 0.049
O 2.1717 0.7983 2.8998 0.006 0.269 -0.012
O -2.4460 -2.8868 0.4705 0.154 0.032 0.003
O 4.0038 3.1401 3.5115 0.070 0.056 0.062
O 1.7626 0.3071 -0.1361 0.235 0.050 0.144
O -0.2125 2.7807 3.1692 0.136 -0.026 0.033
O 2.6890 -1.3631 -1.7047 0.363 -0.061 0.468
O 6.4844 2.2105 4.9071 -0.254 -0.053 -0.112
O -5.5342 4.0192 -2.8402 -0.160 0.146 -0.165
O 3.6907 -3.1803 0.2879 0.255 0.061 0.216
O -4.8166 2.2012 0.2789 -0.133 0.084 0.049
O -0.4753 -4.2788 -1.6317 -0.061 -0.357 -0.222
O -1.6581 -5.7776 0.8897 -0.093 -0.073 0.149
O 2.9563 -5.9840 0.5883 0.086 -0.038 0.060
O 3.9861 3.1013 6.3479 -0.208 0.023 0.083
N 0.2417 -1.6756 -0.8688 -0.166 -0.071 -0.216
C 0.8408 0.3566 -2.7734 -0.303 0.567 0.305
C -0.9468 1.9608 -3.6699 -0.064 -0.127 -0.180
C -2.2592 4.0557 -4.0924 0.253 -0.175 0.011
C -0.6603 0.6966 -2.8520 0.096 -0.233 -0.225
C -2.2037 2.7546 -3.2892 0.049 0.115 0.037
C -2.2957 3.0981 -1.8008 -0.235 0.191 -0.182
H 1.4390 1.2723 -2.7095 0.109 -0.052 -0.230
H 3.2968 2.4978 3.3533 0.192 -0.259 -0.138
H -4.0564 -8.6379 2.0305 -0.021 0.034 -0.003
H 3.2143 -5.0506 0.4916 -0.145 0.082 -0.163
H 1.9444 0.2827 2.1127 -0.056 0.073 -0.050
H 1.5294 1.5223 2.8654 -0.305 -0.168 0.020
H 3.4269 -2.8300 1.1443 -0.090 -0.005 -0.012
H -2.7234 -9.2923 1.6722 0.017 -0.004 -0.002
H -5.8049 4.4810 -2.0418 0.056 -0.078 0.079
H -3.0891 2.1744 -3.5741 0.030 -0.154 0.146
H -0.2018 3.1887 4.0399 -0.013 0.011 0.008
H -1.6386 -2.3876 0.2739 0.011 0.022 0.021
H -3.3130 3.4041 -1.5584 0.015 0.042 0.021
H 3.7713 3.5663 4.3459 0.007 -0.059 0.072
H -1.6389 3.9438 -1.5760 0.149 -0.099 0.080
H 3.4002 -0.7148 -1.7375 0.043 0.045 -0.436
H -0.5970 -1.6803 -1.4444 -0.010 -0.092 -0.016
H -1.3890 4.6675 -3.8346 -0.037 0.068 0.008
H -5.9998 3.1785 -2.8177 0.082 -0.059 0.075
H -0.0794 -5.1310 -1.8298 0.143 0.062 -0.050
H 3.3754 -2.5207 -0.3566 -0.323 -0.216 -0.195
H -0.0830 2.6351 -3.6524 0.012 0.003 0.195
H -2.0285 -6.3765 1.5469 -0.072 -0.065 -0.101
H 4.0160 3.4190 7.2535 0.068 -0.025 0.010
H -2.1961 3.8537 -5.1640 -0.139 0.044 -0.043
H -3.1641 4.6182 -3.8667 -0.051 0.019 -0.088
H -2.1456 -3.8002 0.3517 -0.070 0.019 0.026
H -0.9550 -6.2755 0.4652 0.102 0.141 -0.051
H 3.7737 -6.4701 0.4546 0.014 -0.003 -0.013
H 2.6873 0.1422 0.0604 0.083 0.041 0.071
H -5.7385 1.9522 0.3870 0.021 -0.102 0.055
H -1.0585 1.6551 -4.7161 0.120 0.145 -0.071
H -2.0458 2.2624 -1.1538 0.061 0.019 0.051
H -1.1206 0.7960 -1.8649 -0.017 -0.009 0.030
H -1.1869 -0.1343 -3.3358 -0.124 0.007 0.059
H 0.2447 -3.6245 -1.6304 -0.147 0.181 0.338
H 4.6930 2.4500 6.2691 0.126 0.098 0.054
H -0.4167 3.4923 2.5544 0.009 -0.037 -0.062
H -4.3143 1.4319 0.5692 0.051 -0.011 -0.079
H 7.1462 2.4343 4.2475 0.096 -0.013 0.074
H 5.6501 2.3134 4.4140 0.009 0.100 -0.153
```
Forces are in eV/Å.

The molecular weight comes out at 398.36 Da. The total charge is -1. For the energy, the calculation gives -48381.3221 eV. Its relative energy (zero: lowest compared OMol25 entry of this formula, charge and spin) is 0.000 eV. The value obtained for the HOMO-LUMO gap is 5.416 eV.

Atom charges from the Mulliken analysis, given in e for atoms 1 to 8:
1 P 0.734
2 O -0.597
3 O -0.688
4 O -0.685
5 O -0.689
6 O -0.617
7 O -0.644
8 O -0.689

***

No. 2
Density functional theory data (wB97M-V/def2-TZVPD) for a cluster of 15 separate species, C24H84N6O15 in total at a distorted geometry.

```
129
Properties=species:S:1:pos:R:3:forces:R:3
O -0.9164 -0.6973 -13.9321 0.022 -0.195 0.374
O -5.3862 5.9154 -15.9637 0.093 0.022 0.072
O -4.0515 1.6174 -10.7601 0.094 -0.102 0.023
O -6.4223 2.7095 -9.8638 0.700 -0.337 0.109
O -4.8221 -2.5429 -13.7639 0.125 -0.068 0.041
O -0.3171 0.4765 -16.5435 -0.215 0.150 0.087
O -8.6999 1.9158 -14.6659 0.134 -0.167 0.078
O 0.0466 -3.1630 -10.2122 0.007 -0.006 1.142
O -8.8773 0.2821 -9.6930 -0.091 0.232 0.097
O -3.1533 0.4998 -17.1339 -0.395 0.097 0.300
O -4.5528 2.0833 -19.0010 -0.184 0.166 -0.062
O -0.5686 5.0723 -10.9431 -0.010 -0.018 -0.183
O 0.5519 2.3908 -10.0495 -0.147 -0.068 -0.267
O -10.0352 6.8005 -12.5253 0.128 -0.069 0.026
O -2.2318 1.0167 -5.8774 0.379 -0.021 -0.046
N -3.7738 -0.3937 -20.5124 -0.213 -0.235 0.451
N -3.7025 0.5921 -14.3699 -0.891 -0.786 1.363
N -3.6416 -3.2884 -10.6088 0.995 -0.549 -0.488
N -10.5574 2.4893 -10.1310 0.046 0.277 0.257
N -8.1529 3.6511 -12.1529 0.288 0.416 0.088
N -3.8388 -0.8534 -4.5679 0.408 0.370 0.405
C -3.9314 1.5063 -13.2395 1.607 1.475 -0.329
C -2.4253 -1.1005 -4.9413 -0.432 -1.085 -0.166
C -2.3151 -3.2095 -8.6170 -0.155 -0.632 0.481
C 1.1784 -3.7868 -10.7451 -0.173 -0.740 -0.701
C -8.4235 5.1076 -12.0728 1.161 -0.179 -0.223
C -11.3220 7.1513 -12.9527 -0.154 0.445 -0.497
C -5.1072 2.4189 -13.4840 -1.260 -0.775 0.144
C -2.1592 -0.3715 -6.2480 -1.095 1.148 0.689
C -9.7521 5.4303 -12.7277 -0.204 -0.047 0.839
C -2.3228 -2.8788 -10.1009 -1.177 0.812 1.143
C -9.5948 0.3655 -10.9134 -0.009 -0.411 0.109
C -1.1602 -3.5092 -10.8338 -0.132 0.325 -0.988
C -3.8988 0.7773 -11.8914 -0.117 -0.301 -0.191
C -3.0059 2.5496 -10.6129 0.173 1.045 0.586
C -7.7781 -0.5778 -9.7826 0.350 0.078 -0.360
C -5.4314 3.1003 -18.5401 0.337 -0.284 0.410
C -3.5328 1.0063 -20.9021 -1.369 -0.670 -0.275
C -10.8634 1.1831 -10.6955 0.028 -0.234 0.076
C -4.6462 1.9161 -20.4079 -0.351 0.610 0.113
C -3.4931 1.0280 -22.4356 -0.133 0.401 0.012
C -2.3471 -2.6477 -5.0482 0.033 0.998 -0.545
C -7.2166 5.8671 -12.6659 -0.680 0.252 0.733
C -2.4427 1.8627 -6.9697 -0.464 0.715 -0.429
C -11.6777 1.3832 -11.9561 0.264 0.533 -0.719
H -3.2309 3.2271 -9.7847 -0.425 -0.210 0.040
H -11.4265 7.0034 -14.0346 -0.038 -0.098 -0.027
H -4.3698 -0.1459 -14.1193 0.155 -0.353 -0.898
H -2.1806 -3.0906 -4.0691 0.082 -0.131 -0.059
H -2.6086 1.3430 -20.4307 0.100 0.015 -0.216
H -0.5845 0.1475 -15.6705 0.089 0.078 -0.435
H -7.3489 6.9361 -12.4763 -0.068 0.041 -0.630
H -3.0991 2.2241 -13.2854 0.283 -0.402 0.251
H -6.3052 5.6201 -12.1153 -0.020 -0.347 -0.076
H -7.2308 -0.5340 -8.8430 -0.220 -0.292 0.166
H -3.2224 -2.8808 -8.1007 0.062 0.669 -0.280
H -1.0584 -1.6493 -13.8569 0.100 0.091 -0.082
H -4.0389 -2.9164 -14.1856 -0.130 0.029 -0.060
H -2.9284 3.2063 -11.4830 0.232 -0.212 -0.110
H -4.6164 2.9084 -20.8852 0.365 -0.014 0.059
H -12.4339 2.1388 -11.7432 -0.196 -0.210 0.059
H -8.9698 0.9929 -14.7307 0.016 0.092 -0.018
H -8.3716 2.0146 -13.7608 -0.369 -0.043 -0.068
H -4.4614 -0.8103 -21.1304 0.127 0.113 -0.286
H -2.5022 0.7512 -22.7861 -0.048 0.119 -0.228
H -7.3989 3.5044 -11.4748 -0.354 -0.425 -0.028
H -5.0682 2.8171 -14.4967 0.139 0.178 0.068
H -0.2955 -0.4841 -13.2237 -0.058 0.002 -0.119
H -5.5161 -3.1942 -13.9217 0.049 0.082 0.033
H -7.1119 5.5921 -13.7160 0.130 0.385 -0.115
H -5.2203 3.2068 -12.7390 0.325 0.094 -0.034
H -1.3847 -4.5776 -10.9472 0.457 -0.197 0.420
H -3.0319 -0.5194 -6.8946 0.269 -0.549 -0.307
H -5.5778 2.2257 -10.0365 -0.630 0.335 -0.007
H -3.4820 1.8594 -7.3343 -0.016 -0.556 -0.012
H -2.3966 -4.2828 -8.4103 0.671 -0.092 -0.285
H -6.0456 1.8532 -13.4244 -0.015 -0.069 -0.079
H -4.3423 -2.9460 -9.9717 -0.239 0.117 -0.165
H -1.5995 -2.9623 -5.7764 0.189 -0.141 0.285
H -8.4486 5.3550 -11.0091 -0.433 0.056 -0.010
H -5.2481 3.2343 -17.4738 0.088 0.030 -0.043
H -6.7290 2.3943 -9.0063 -0.098 0.031 -0.137
H -11.5203 0.6216 -10.0222 0.263 0.158 0.345
H -5.1991 4.0360 -19.0527 -0.283 0.071 -0.021
H -12.1364 6.6130 -12.4579 0.190 -0.215 0.187
H -9.8706 2.9426 -10.7322 -0.068 -0.014 -0.122
H -11.4558 8.2154 -12.7634 0.045 0.001 0.090
H -2.7869 0.1513 -14.2501 -0.130 0.186 0.098
H -2.0367 2.1332 -10.3240 -0.047 -0.453 -0.469
H -4.6885 0.0213 -11.8454 -0.279 0.224 0.009
H -9.7874 5.1547 -13.7874 0.183 0.057 -0.121
H -10.0867 2.3878 -9.2374 -0.100 -0.142 -0.033
H 1.0815 -4.8811 -10.7078 -0.050 0.053 -0.004
H -4.7459 5.5598 -15.3370 -0.061 0.030 -0.060
H -3.8083 1.0867 -17.5596 0.465 -0.294 -0.004
H -8.9484 0.8362 -11.6678 -0.113 0.041 -0.081
H -4.2246 0.3492 -22.8794 0.108 -0.369 0.301
H 0.1322 3.0413 -10.6331 0.092 0.116 0.199
H -11.0729 1.8240 -12.7591 0.110 -0.109 0.064
H -7.0507 -0.2785 -10.5528 -0.189 0.243 -0.135
H -3.8331 1.9839 -22.8466 0.629 0.198 0.124
H -4.0048 -1.4030 -3.7292 -0.230 0.026 -0.060
H -3.9686 0.1150 -4.2839 0.107 -0.031 -0.152
H -12.1450 0.4838 -12.3579 0.026 -0.086 0.188
H 2.0785 -3.5366 -10.1905 -0.174 0.379 0.109
H -9.8316 -0.6651 -11.2222 -0.081 0.115 -0.230
H 0.8466 1.6858 -10.6360 0.037 0.060 0.094
H -3.8032 -2.9495 -11.5483 -0.308 0.140 0.035
H -5.6556 1.5446 -20.6441 0.167 -0.368 -0.145
H -1.3495 5.3867 -11.4130 0.059 -0.028 0.063
H -1.7325 -0.7345 -4.1788 0.146 0.069 -0.092
H 1.2902 -3.5119 -11.8049 0.208 0.021 0.068
H -1.7816 1.6587 -7.8180 0.122 -0.080 0.080
H -2.2739 -1.7791 -10.0878 0.514 0.024 -0.519
H -2.3158 2.9063 -6.6752 0.429 -0.138 0.276
H -6.4798 2.8053 -18.6401 -0.019 0.126 -0.301
H -5.3583 6.8692 -15.8267 -0.037 -0.089 -0.017
H 0.1557 5.6078 -11.2890 -0.039 -0.064 0.091
H -10.5101 4.8386 -12.1999 -0.084 -0.143 -0.156
H -1.1542 0.7019 -16.9937 0.176 -0.244 0.253
H -1.2126 -0.5621 -6.7563 0.051 -0.287 0.090
H -3.3948 0.4898 -16.1779 -0.029 0.308 -0.638
H -4.2337 -0.4584 -19.6048 0.574 0.199 0.165
H -8.1015 -1.5892 -10.0523 0.074 -0.159 0.321
H -1.0471 -3.1338 -11.8651 -0.560 0.040 -0.200
H -2.9784 0.1882 -11.7932 0.243 0.224 -0.115
H -7.6887 3.5266 -13.0491 -0.046 -0.017 -0.085
H -1.4497 -2.7520 -8.1407 -0.018 -0.283 0.131
H -3.3229 -2.9453 -5.4314 0.033 -0.298 0.033
```
Forces are in eV/Å.

The molecular weight comes out at 696.96 Da. For the energy, the calculation gives -65900.8026 eV. Its relative energy (zero: lowest compared OMol25 entry of this formula, charge and spin) is 1.246 eV. The value obtained for the HOMO-LUMO gap is 8.593 eV.

Atom charges from the Mulliken analysis, given in e for atoms 1 to 8:
1 O -0.678
2 O -0.614
3 O 0.002
4 O -0.611
5 O -0.596
6 O -0.658
7 O -0.621
8 O -0.265